1.
C49H107N16O6P3 | ωB97M-V/def2-TZVPD

Positions of all 181 atoms, in Å:
1 C -3.9925 10.4054 9.6721
2 N -4.1647 10.2516 11.1565
3 C -3.9584 8.8920 11.6014
4 P -4.9966 11.3466 12.2166
5 O -6.4988 11.2626 12.1730
6 N -4.2582 11.1906 13.7586
7 C -2.8624 11.7114 14.0490
8 C -4.9866 11.2056 15.0379
9 N -4.4001 12.9581 11.9771
10 C -3.1225 13.2418 11.2868
11 C -5.0454 14.1126 12.6044
12 H -3.1847 9.7784 9.2948
13 H -3.7028 11.4274 9.4275
14 H -4.8725 10.1462 9.0834
15 H -3.1178 8.3956 11.1165
16 H -4.9038 8.3704 11.4520
17 H -3.7759 8.9256 12.6754
18 H -2.5214 11.3956 15.0349
19 H -2.0742 11.4091 13.3594
20 H -2.7824 12.7961 14.1206
21 H -4.6616 12.1154 15.5426
22 H -6.0689 11.1539 14.9189
23 H -4.6965 10.4159 15.7310
24 H -2.4949 12.3533 11.3555
25 H -3.3235 13.6051 10.2790
26 H -2.6143 14.0572 11.8015
27 H -4.7335 14.2417 13.6408
28 H -6.1272 14.0116 12.5172
29 H -4.7815 15.0389 12.0940
30 C 6.9324 -2.0206 9.5877
31 N 6.9889 -1.3541 8.2687
32 C 7.3531 -2.2535 7.1956
33 P 5.8669 -0.0438 8.0057
34 O 4.4203 -0.4295 7.9575
35 N 6.3365 1.2099 9.1373
36 C 5.2194 2.0697 9.6988
37 C 7.6460 1.5622 9.6195
38 N 6.5184 0.4902 6.4856
39 C 5.5551 0.9567 5.4851
40 C 7.8704 1.0414 6.2355
41 H 7.9322 -2.2138 9.9763
42 H 6.4338 -2.9800 9.4499
43 H 6.4064 -1.4429 10.3478
44 H 7.7181 -1.7139 6.3216
45 H 6.4676 -2.7905 6.8554
46 H 8.2028 -2.8496 7.5283
47 H 4.7244 1.5314 10.5070
48 H 5.6170 3.0120 10.0757
49 H 4.5159 2.3398 8.9113
50 H 8.2724 0.6715 9.5722
51 H 8.1408 2.3691 9.0789
52 H 7.5950 1.7786 10.6866
53 H 5.9584 0.8800 4.4753
54 H 4.6833 0.3032 5.5168
55 H 5.0803 1.9183 5.6797
56 H 8.5677 0.4328 6.8111
57 H 8.0387 2.0755 6.5362
58 H 8.2573 1.0334 5.2166
59 C 7.7985 14.1433 6.3267
60 N 6.7245 13.1806 6.2780
61 C 5.5658 13.6365 5.4717
62 P 7.0685 11.4857 6.3209
63 O 8.0258 11.1145 7.4164
64 N 5.5599 10.6453 6.4062
65 C 4.7178 10.8803 7.5399
66 C 5.5471 9.2161 6.0113
67 N 7.6901 11.1091 4.7113
68 C 6.9507 11.3498 3.4709
69 C 8.9674 10.4706 4.5879
70 H 8.6270 13.8359 5.6885
71 H 8.2029 14.1767 7.3384
72 H 7.4306 15.0950 5.9433
73 H 4.7440 12.9217 5.5140
74 H 5.8464 13.7333 4.4229
75 H 5.1426 14.5213 5.9472
76 H 5.3928 10.5185 8.3155
77 H 4.4646 11.9396 7.4953
78 H 3.8346 10.2424 7.5066
79 H 4.5218 9.0674 5.6726
80 H 6.0861 9.0230 5.0838
81 H 5.8907 8.5873 6.8327
82 H 7.0120 10.5017 2.7889
83 H 5.8974 11.3059 3.7479
84 H 7.1836 12.2985 2.9872
85 H 8.7281 9.4101 4.6663
86 H 9.6400 10.8050 5.3778
87 H 9.4394 10.6138 3.6159
88 O 3.7072 19.1592 0.2250
89 C 3.0717 18.6849 -0.6590
90 O 1.9112 19.1167 -0.9574
91 C 1.2332 18.2322 -1.8455
92 C 2.4057 17.5494 -2.5272
93 O 3.4877 17.8124 -1.5703
94 H 0.5980 17.5093 -1.3337
95 H 0.5463 18.7923 -2.4800
96 H 2.6730 18.1162 -3.4191
97 H 2.2184 16.4831 -2.6538
98 C 10.7674 16.2105 -1.1721
99 C 11.8423 15.8038 -0.2153
100 C 12.9862 15.1354 -0.9482
101 C 12.6722 13.7881 -1.3676
102 N 12.4318 12.7061 -1.7056
103 H 10.4678 15.3646 -1.7908
104 H 11.1970 17.0082 -1.7781
105 H 9.9604 16.7100 -0.6361
106 H 11.5082 15.0728 0.5210
107 H 12.1994 16.7107 0.2726
108 H 13.8144 15.0551 -0.2442
109 H 13.3610 15.6627 -1.8254
110 C 16.1651 13.9840 8.4684
111 C 15.4923 14.8430 7.4429
112 C 16.2595 14.5742 6.1240
113 C 16.2885 13.2577 5.4630
114 N 16.4429 12.2152 5.0059
115 H 17.0576 14.5105 8.8064
116 H 16.4570 12.9944 8.1168
117 H 15.4651 13.9123 9.3008
118 H 15.4814 15.8888 7.7500
119 H 14.4620 14.5162 7.3024
120 H 17.3188 14.7670 6.2940
121 H 15.9720 15.3126 5.3756
122 C 12.1340 8.5496 13.2514
123 C 10.9119 7.6821 13.7209
124 C 10.5513 7.9288 15.1841
125 C 9.5209 7.0738 15.6646
126 N 8.6513 6.3791 15.9720
127 H 12.1294 8.6025 12.1626
128 H 13.0904 8.1101 13.5348
129 H 12.0643 9.5795 13.6014
130 H 11.1664 6.6295 13.5972
131 H 10.0306 7.8831 13.1118
132 H 10.4098 9.0096 15.1925
133 H 11.4020 7.7068 15.8284
134 C 2.1491 7.7805 -0.0287
135 C 1.4135 8.4183 -1.2543
136 C -0.0106 8.7439 -0.9539
137 C -0.2940 9.3871 0.3779
138 N -0.4356 9.8304 1.4239
139 H 1.5914 6.8937 0.2725
140 H 2.0951 8.4642 0.8185
141 H 3.1568 7.4707 -0.3059
142 H 1.5942 7.8320 -2.1553
143 H 2.0024 9.3162 -1.4418
144 H -0.6214 7.8465 -0.8550
145 H -0.4028 9.3815 -1.7462
146 C 12.7918 3.0173 -3.6643
147 C 11.4284 3.6478 -3.2833
148 C 10.8796 3.4866 -1.8217
149 C 11.7357 3.9570 -0.7393
150 N 12.4328 4.3170 0.0996
151 H 13.6713 3.4869 -3.2238
152 H 12.8720 3.1063 -4.7477
153 H 12.6187 1.9460 -3.5620
154 H 10.7366 3.1696 -3.9768
155 H 11.4728 4.7038 -3.5497
156 H 10.6537 2.4594 -1.5353
157 H 10.0572 4.1782 -1.6392
158 C 0.6852 20.7438 7.8570
159 C -0.0836 21.7157 6.9276
160 C -0.3344 21.0968 5.5267
161 C -1.3736 20.0181 5.4949
162 N -2.1671 19.2221 5.3926
163 H 1.6899 20.6068 7.4571
164 H 0.0918 19.8309 7.8076
165 H 0.7926 20.9117 8.9287
166 H 0.4747 22.6482 6.8440
167 H -1.0023 22.0882 7.3806
168 H 0.5365 20.7380 4.9782
169 H -0.7000 21.7984 4.7770
170 C 8.6361 17.0146 14.8715
171 C 8.9161 15.8999 13.8547
172 C 7.6355 15.1373 13.3176
173 C 6.3879 15.8240 12.9207
174 N 5.3865 16.3319 12.7144
175 H 8.1638 16.5055 15.7117
176 H 7.9207 17.7452 14.4940
177 H 9.5656 17.5171 15.1392
178 H 9.6309 15.2138 14.3090
179 H 9.3308 16.2797 12.9209
180 H 7.3230 14.5051 14.1487
181 H 7.9196 14.3535 12.6155

Results
Gap between HOMO and LUMO (eV): 8.2246
LUMO (eV): 0.32
2S+1: 1
SMILES string: CN(C)P(=O)(N(C)C)N(C)C.CN(C)P(=O)(N(C)C)N(C)C.CN(C)P(=O)(N(C)C)N(C)C.O=C1OCCO1.CCCC#N.CCCC#N.CCCC#N.CCCC#N.CCCC#N.CCCC#N.CCCC#N

***

2.
C26H82N2O14 | ωB97M-V/def2-TZVPD

Positions of all 124 atoms, in Å:
1 C -5.3812 -1.7584 3.7990
2 C -4.4526 -1.7300 2.5923
3 O -3.5048 -2.7484 2.7653
4 H -6.2774 -1.1568 3.6762
5 H -4.8346 -1.4631 4.6996
6 H -5.6774 -2.7974 3.9847
7 H -3.9502 -0.7558 2.5587
8 H -5.0578 -1.9298 1.6933
9 H -2.9351 -2.7778 1.9691
10 C -1.0933 -5.0399 -2.9622
11 C -1.3635 -3.5554 -2.7581
12 O -2.6519 -3.2917 -2.1205
13 H -1.7312 -5.4605 -3.7408
14 H -1.1956 -5.5832 -2.0281
15 H -0.0677 -5.1409 -3.3429
16 H -1.3478 -3.0651 -3.7359
17 H -0.6130 -3.1563 -2.0808
18 H -3.3470 -3.3249 -2.7821
19 C -0.6563 4.0007 5.8565
20 C -0.2935 2.9599 4.8198
21 O 0.8169 3.3961 4.0262
22 H -1.1490 4.8459 5.3717
23 H 0.2225 4.3539 6.3901
24 H -1.3948 3.5727 6.5391
25 H -1.1800 2.8162 4.2054
26 H -0.0806 2.0375 5.3669
27 H 1.6007 3.2021 4.5541
28 C -1.5280 -0.7616 5.0515
29 C -0.9110 -0.9869 6.4547
30 O -1.8090 -1.8013 7.2454
31 H -1.1051 0.1542 4.6409
32 H -2.6079 -0.6550 5.0627
33 H -1.2343 -1.6308 4.4649
34 H -0.7536 -0.0115 6.9399
35 H 0.0398 -1.5183 6.3531
36 H -1.5197 -1.7985 8.1626
37 C 3.2488 -1.6103 2.2361
38 C 3.3522 -1.0973 3.6551
39 O 4.4975 -1.5834 4.3617
40 H 2.2984 -1.2996 1.7819
41 H 3.2754 -2.7012 2.1918
42 H 3.9963 -1.1762 1.5659
43 H 2.4309 -1.3728 4.1803
44 H 3.3951 -0.0053 3.6246
45 H 4.3068 -2.4803 4.6505
46 C 2.6061 -4.3304 -0.0814
47 C 2.0191 -5.1635 -1.2182
48 O 2.3810 -4.6218 -2.5263
49 H 3.6960 -4.3910 -0.1185
50 H 2.2328 -4.7031 0.8745
51 H 2.2642 -3.2981 -0.1424
52 H 0.9273 -5.1145 -1.2148
53 H 2.3284 -6.2103 -1.1586
54 H 3.3280 -4.4397 -2.5395
55 C -3.6579 0.0424 -1.0258
56 C -4.7531 1.0501 -0.7020
57 O -5.1347 1.0354 0.6734
58 H -2.7484 0.2983 -0.4786
59 H -3.3769 0.1208 -2.0863
60 H -3.9522 -0.9807 -0.8048
61 H -5.6392 0.9098 -1.3348
62 H -4.4002 2.0588 -0.9366
63 H -5.8072 0.3589 0.7871
64 C 2.9512 4.2420 -0.3266
65 C 2.1970 4.1796 0.9586
66 O 2.9806 3.3535 1.8549
67 H 2.3543 4.6667 -1.1382
68 H 3.2134 3.2233 -0.5978
69 H 3.8505 4.8538 -0.2476
70 H 1.2055 3.7363 0.8154
71 H 2.0579 5.1570 1.4276
72 H 2.5550 3.4727 2.7075
73 C -0.8009 0.9633 1.6057
74 C -0.2066 0.6205 0.2545
75 O -0.1716 -0.7776 0.0991
76 H -0.2031 0.6474 2.4625
77 H -1.7678 0.4599 1.7162
78 H -0.9269 2.0452 1.6967
79 H 0.8058 1.0469 0.1559
80 H -0.7977 1.1101 -0.5372
81 H 0.4020 -1.0535 -0.6816
82 O -0.5687 5.1922 2.1671
83 H -1.1774 4.6256 1.6612
84 H -0.1567 4.5823 2.7990
85 O -1.7885 -2.9867 0.5812
86 H -1.4589 -2.0795 0.4104
87 H -2.1380 -3.2803 -0.2806
88 O -2.9923 3.8876 1.3344
89 H -3.3666 4.7546 1.1299
90 H -3.7302 3.3726 1.6877
91 C 3.3318 -0.8198 -1.6027
92 C 2.2642 -0.6793 -2.6600
93 C 2.8162 -0.9959 -4.0204
94 O 1.7285 -0.8819 -4.8859
95 C 2.0371 -1.2758 -6.1965
96 N 1.1314 -1.5529 -2.3089
97 H 3.6986 -1.8492 -1.5536
98 H 2.9809 -0.5019 -0.6225
99 H 4.2178 -0.2024 -1.7933
100 H 1.8663 0.3381 -2.7386
101 H 3.2575 -2.0006 -4.1024
102 H 3.5541 -0.2183 -4.2746
103 H 2.9451 -0.7887 -6.5630
104 H 1.1726 -1.0363 -6.8126
105 H 2.1585 -2.3709 -6.2570
106 H 0.4665 -1.5156 -3.0873
107 H 1.4963 -2.5137 -2.3731
108 C -0.3836 1.8147 -3.2727
109 C -0.3036 2.7831 -4.4256
110 C 0.9506 2.5622 -5.2221
111 O 2.0497 3.0152 -4.4596
112 C 3.2643 2.8206 -5.1276
113 N -1.4945 2.7209 -5.2287
114 H -0.2547 0.7732 -3.6008
115 H -1.3007 1.8961 -2.6911
116 H 0.4464 1.9941 -2.5759
117 H -0.2249 3.7988 -4.0243
118 H 0.9170 3.1356 -6.1680
119 H 1.0851 1.5024 -5.4965
120 H 3.3983 1.7716 -5.4262
121 H 4.0683 3.0915 -4.4433
122 H 3.3370 3.4663 -6.0156
123 H -1.3545 3.2031 -6.1152
124 H -1.7342 1.7653 -5.4771

Results
Gap between HOMO and LUMO (eV): 9.4821
LUMO (eV): 0.34
2S+1: 1

***

3.
C24H22F6IPPdSbTe | ωB97M-V/def2-TZVPD

Positions of all 57 atoms, in Å:
1 Pd -0.3686 0.2210 -1.5940
2 I 2.1963 -0.8993 -1.9252
3 C 3.2351 -1.2348 -0.1590
4 C 4.5917 -1.4889 -0.4465
5 C 5.4862 -1.8159 0.5435
6 C 5.0213 -1.9034 1.8622
7 C 3.6675 -1.6628 2.1831
8 C 3.2999 -1.8066 3.5277
9 C 1.9845 -1.6061 3.9276
10 C 1.0526 -1.2529 2.9713
11 C 1.3744 -1.0885 1.6122
12 P -0.0923 -0.5310 0.6671
13 C -0.4884 1.1411 1.1615
14 C 0.3948 1.9250 1.9185
15 C 0.0762 3.2432 2.1897
16 C -1.1040 3.7995 1.6959
17 C -1.9743 3.0389 0.9230
18 C -1.6767 1.7142 0.6448
19 C -1.4402 -1.6927 1.0815
20 C -1.4733 -2.9454 0.5134
21 C -2.6169 -3.8145 0.7037
22 C -3.7127 -3.4186 1.4740
23 C -3.6863 -2.1701 2.0397
24 C -2.5549 -1.3042 1.8509
25 C 2.7076 -1.3032 1.1744
26 H 4.9427 -1.4311 -1.4695
27 H 6.5261 -2.0083 0.3117
28 H 5.7100 -2.1636 2.6583
29 H 4.0535 -2.0812 4.2567
30 H 1.6970 -1.7181 4.9648
31 H 0.0335 -1.0833 3.2988
32 H 1.3120 1.5075 2.3136
33 H 0.7393 3.8423 2.7997
34 H -1.3468 4.8290 1.9261
35 H -2.8973 3.4685 0.5560
36 H -2.3900 1.1160 0.0850
37 H -0.6721 -3.3180 -0.1160
38 H -2.6177 -4.7828 0.2153
39 H -4.5542 -4.0877 1.5989
40 H -4.5162 -1.8080 2.6354
41 H -2.5727 -0.3285 2.3238
42 F -0.9314 -1.4466 -2.8719
43 Sb -2.8855 -1.0387 -3.0944
44 F -2.6822 -1.1908 -4.9149
45 F -3.2809 -2.7949 -2.6621
46 F -4.5844 -0.3419 -2.9934
47 F -2.6541 -0.6886 -1.1813
48 F -2.1103 0.7749 -3.1394
49 C 1.6803 3.8685 -3.6775
50 Te 0.2589 2.3668 -4.0743
51 C -1.2933 3.6105 -4.7716
52 H 1.2892 4.4982 -2.8781
53 H 1.8042 4.4617 -4.5843
54 H 2.6204 3.4038 -3.3944
55 H -0.9749 3.9951 -5.7419
56 H -1.4134 4.4226 -4.0561
57 H -2.1893 3.0028 -4.8641

Results
Gap between HOMO and LUMO (alpha / beta) (eV): 7.5075 / 5.3849
⟨S²⟩: 8.814
LUMO (alpha / beta) (eV): -12.31 / -15.23
2S+1: 6
Charge: +4

***

4.
C5H6O2S | ωB97M-V/def2-TZVPD

Positions of all 14 atoms, in Å:
1 C -2.1112 -1.3088 0.4816
2 C -1.1794 -0.2789 0.0736
3 C 0.0746 -0.7108 -0.6720
4 C 1.2308 0.2456 -0.1878
5 O 2.1284 1.0743 -1.0481
6 C 0.3067 1.3427 0.4685
7 S 0.9793 2.7150 1.2328
8 O -0.9262 0.9883 0.6742
9 H -2.6617 -1.0109 1.2786
10 H -2.1449 -2.1516 -0.2740
11 H -0.1172 -0.5748 -1.7538
12 H 0.2670 -1.7444 -0.6417
13 H 1.7299 -0.2423 0.7735
14 H 2.4238 1.6565 -0.4055

Results
Gap between HOMO and LUMO (eV): 8.8724
LUMO (eV): -0.20
2S+1: 1
SMILES string: C=C1C[C@@H](O)C(=S)O1

***

5.
C4H10O | ωB97M-V/def2-TZVPD

Positions of all 15 atoms, in Å:
1 C 2.1162 0.0699 -0.1143
2 C 0.7008 -0.5179 0.0583
3 C -0.5395 0.3840 -0.0513
4 C -1.8901 -0.4381 -0.1986
5 O -0.5409 1.1958 1.1085
6 H 2.3295 0.8694 0.6023
7 H 2.2589 0.4699 -1.1237
8 H 2.8887 -0.7027 0.0331
9 H 0.5619 -1.3236 -0.6662
10 H 0.6267 -0.9713 1.0595
11 H -0.7910 0.8583 -0.9770
12 H -1.9243 -1.0766 -1.1037
13 H -1.9681 -1.0362 0.6942
14 H -2.7745 0.2274 -0.2739
15 H -1.0544 1.9918 0.9530

Results
Gap between HOMO and LUMO (eV): 10.7904
LUMO (eV): 0.97
2S+1: 1
SMILES string: CC[C@@H](C)O

***

6.
C6H11NO | ωB97M-V/def2-TZVPD

Positions of all 19 atoms, in Å:
1 C -0.8322 1.8713 0.6172
2 C -0.2340 0.7755 -0.1204
3 C 0.8199 0.9342 -1.0564
4 C 0.8452 -0.3307 -1.7576
5 N -0.1604 -1.1281 -1.2748
6 C -0.7051 -0.5769 -0.1109
7 C -1.5697 -1.3207 0.8390
8 H 0.0344 2.3672 1.0654
9 H -1.5302 2.2789 -0.0543
10 H -1.4089 1.6947 1.5201
11 H 1.5368 1.6755 -1.2998
12 H 1.5016 -0.5589 -2.5975
13 H -0.2205 -2.2200 -1.4254
14 H -2.2065 -0.6527 1.3495
15 H -0.8738 -1.9716 1.5443
16 H -2.2860 -1.8473 0.1691
17 O 2.5823 -0.0392 1.0230
18 H 3.0485 -0.6073 0.3542
19 H 1.6585 -0.3440 1.2153

Results
Gap between HOMO and LUMO (eV): 8.4055
LUMO (eV): 0.79
2S+1: 1
SMILES string: Cc1cc[nH]c1C.O

***

For each record above, in turn, the calculated energy above the lowest of the compared OMol25 structures with the same formula, charge and spin values are 5.1094 0.0000 2.3914 3.1459 0.7958 2.1926 eV.
For each record above, in turn, the calculated E_tot values are -116538.5014 -59934.7864 -76206.4775 -20209.0605 -6357.0071 -9936.2618 eV.